21
Properties=species:S:1:pos:R:3:forces:R:3 method="wB97M-V/def2-TZVPD" homo_energy_ev="-21.087 / -21.078" charge=+3 s2=3.76 e_above_lowest_kj_mol=32.5 spin_multiplicity=4 gap_ev="6.9 / 3.9"
Na -6.593133 26.879161 16.163864 0.716 0.181 0.566
Pt -10.163682 27.972103 12.874993 1.484 -1.026 0.717
Br -8.473995 26.472435 14.008796 -1.786 1.263 -1.366
C -10.969197 23.713187 15.246899 -0.477 -2.125 1.852
C -11.826341 23.994122 13.956610 3.868 -1.295 0.673
C -13.298747 23.814130 14.310610 -4.730 -2.132 -0.838
F -14.022757 24.113721 13.237256 0.757 0.826 0.358
F -13.606040 22.558185 14.590646 1.091 0.169 0.358
F -11.555088 25.236630 13.608860 -0.640 0.975 -0.978
F -11.492337 23.119781 12.986995 -0.405 1.343 1.171
O -11.533220 24.061854 16.532745 -0.754 1.522 -3.640
C -10.697802 24.045725 17.623297 -0.048 -2.644 1.094
C -11.466376 24.579086 18.824837 0.733 2.285 1.760
F -12.508767 23.868681 19.151405 -0.584 -1.197 -0.227
F -10.612262 24.679348 19.889205 -0.013 -0.687 -0.754
F -10.347781 22.739866 17.798073 0.533 1.403 -0.013
F -9.631915 24.821148 17.356980 0.213 -0.228 -0.034
H -9.992218 24.179090 15.118291 0.014 0.652 -0.422
H -10.718513 22.654582 15.314718 -0.047 -0.341 -0.179
H -13.563946 24.399602 15.190945 0.187 0.903 0.548
H -11.784067 25.611077 18.675919 -0.113 0.154 -0.647

---

11
Properties=species:S:1:pos:R:3:forces:R:3 method="wB97M-V/def2-TZVPD" homo_energy_ev=-8.957 charge=0 e_above_lowest_kj_mol=422.8 gap_ev=8.3
C 1.076030 -0.189920 -0.621907 2.163 1.018 0.224
C 0.101969 -1.090806 -1.165744 -6.037 0.118 0.589
C -1.241639 -1.203351 -0.737253 2.269 1.836 1.054
C -1.826046 -0.178208 0.130653 -5.214 4.488 3.121
C -2.652661 0.671762 0.697532 2.173 -2.124 -2.295
H 2.062072 -0.267021 -1.336510 -2.066 0.344 2.617
H 0.275193 -1.536485 -2.077609 0.997 -1.588 -1.562
H -1.971012 -2.009471 -0.850315 0.644 0.092 -1.019
H -3.471107 1.593599 1.098545 3.278 -3.527 -1.396
Cl 0.679284 1.577662 -0.339538 0.260 -0.411 -1.177
Cl 1.106537 -0.744573 1.124609 1.533 -0.246 -0.155

---

14
Properties=species:S:1:pos:R:3:forces:R:3 method="wB97M-V/def2-TZVPD" homo_energy_ev="-8.291 / -8.772" charge=0 e_above_lowest_kj_mol=426.5 gap_ev="6.4 / 7.5"
C -0.273434 -1.809971 -2.159748 0.478 0.483 -0.893
C 0.891813 -2.539513 -2.014088 -0.644 -1.281 -0.214
C 1.452544 -2.518575 -0.779253 -0.062 1.559 2.262
C 0.285611 -0.883919 0.569996 0.015 -2.911 -4.187
C 1.246376 -0.488195 1.504588 1.840 2.526 1.587
N 1.274744 0.869242 1.958497 -0.834 -2.327 0.170
O 2.062855 -1.233579 1.987265 0.398 -1.161 0.358
P -0.420814 -0.506225 -0.996271 -1.647 -0.243 1.018
Cl 1.209666 -3.742444 -3.267379 0.411 0.308 0.524
Cl 2.799052 -3.200706 -0.080330 -0.319 0.045 -0.581
H -0.880759 -1.953889 -3.080007 0.267 0.463 0.976
H 0.943400 1.502224 1.317677 -1.374 1.749 -1.773
H 2.176567 1.162527 2.214968 1.355 -0.098 0.777
H -1.775611 -0.925810 -0.745403 0.116 0.887 -0.025

---

12
Properties=species:S:1:pos:R:3:forces:R:3 method="wB97M-V/def2-TZVPD" homo_energy_ev=-8.951 charge=0 e_above_lowest_kj_mol=432.0 gap_ev=8.8
C -0.242400 0.040304 -0.023407 -0.313 -0.918 1.412
C -0.543722 1.451702 0.005491 0.568 -0.968 -0.401
C -0.589584 2.642945 0.000688 0.206 1.309 -0.308
C 1.203596 -0.415666 0.069392 -0.377 -2.718 -0.860
C 1.547211 -1.747512 -0.023159 -0.528 2.566 -0.466
H -2.995285 -0.957401 0.269661 0.208 0.759 -0.381
H -0.500759 3.715248 -0.109411 -0.315 -0.639 0.252
H 0.684756 -2.417729 -0.132797 0.780 -0.046 0.162
H 2.609006 -2.023671 -0.197655 -1.066 -0.004 0.502
N -1.184574 -0.857381 0.093718 2.042 1.404 -0.591
O -2.390746 -0.235580 -0.006576 -1.430 -1.018 0.555
Cl 2.402504 0.804744 0.054051 0.226 0.273 0.125

---

16
Properties=species:S:1:pos:R:3:forces:R:3 method="wB97M-V/def2-TZVPD" homo_energy_ev=-4.876 charge=-1 e_above_lowest_kj_mol=0.0 gap_ev=8.2
C 1.796894 -0.874692 -0.141376 1.553 0.377 0.008
C 1.211121 -1.810640 -0.919983 0.954 1.241 0.495
C -1.849486 -1.026416 0.755574 3.002 -1.729 -0.114
C 0.758770 -0.365206 0.693325 -0.351 0.903 0.842
C -0.422953 -1.005811 0.298970 2.226 -0.161 0.061
O -2.572541 -1.976517 0.459155 0.467 -0.598 -0.062
O -2.161003 0.007255 1.367894 -0.281 0.750 1.441
O -4.024316 1.534579 0.831086 0.169 -0.571 -2.874
O -4.905169 -0.681690 1.178904 -1.092 -1.162 1.290
O -0.072530 -1.900164 -0.697058 -1.829 -0.011 0.660
S -3.933881 -0.119414 0.316730 -1.040 3.586 -0.593
Cl -5.071263 0.217477 -1.526586 -0.891 0.335 -1.041
H 2.889058 -0.567774 -0.226666 -1.765 -0.458 0.393
H 1.624082 -2.350938 -1.700539 0.452 -1.137 -1.307
H 1.003228 0.404381 1.505642 -1.122 -1.295 -1.373
H -4.217429 1.383560 1.726494 -0.451 -0.069 2.176

---

17
Properties=species:S:1:pos:R:3:forces:R:3 method="wB97M-V/def2-TZVPD" homo_energy_ev="-6.949 / -7.052" charge=0 s2=6.01 e_above_lowest_kj_mol=209.3 spin_multiplicity=5 gap_ev="6.3 / 4.5"
O -3.563956 2.244110 -0.460720 1.224 -1.540 0.170
C -2.640373 2.977931 -0.617122 -2.075 2.966 -0.141
O -2.228472 4.053945 -0.796448 1.158 -2.134 0.190
O 0.699569 -1.643063 0.927685 -0.674 0.589 0.496
C 1.634361 -2.035144 -0.051653 0.349 -0.129 -0.155
C 1.959123 -0.728309 -0.766661 -0.083 -0.183 -0.287
O 1.815939 0.216802 0.263223 -0.456 0.658 0.604
C 0.691123 -0.174967 1.074820 2.464 -2.204 -1.835
H 2.534055 -2.458890 0.426438 -0.267 0.137 -0.075
H 1.198091 -2.792062 -0.718954 0.017 0.223 0.218
H 1.245282 -0.532656 -1.587504 0.147 -0.008 0.215
H 2.980271 -0.684351 -1.164828 -0.273 0.060 0.196
Er -4.134358 -0.136941 0.260685 1.925 0.216 0.170
O -1.680737 -0.340072 0.659184 -0.985 -0.355 -0.283
O 0.760238 0.239898 2.289131 -0.470 0.360 0.178
O -0.636562 1.455816 -0.154448 0.567 -1.695 0.544
C -0.633595 0.337955 0.417170 -2.569 3.037 -0.202

---

12
Properties=species:S:1:pos:R:3:forces:R:3 method="wB97M-V/def2-TZVPD" homo_energy_ev="-15.164 / -15.305" charge=+2 s2=15.76 spin_multiplicity=8 gap_ev="7.1 / 7.2"
O -1.832635 1.903921 -1.274355 -0.092 -0.800 -0.034
C -1.983521 0.789148 -1.262159 0.178 0.903 0.029
C -2.186487 -0.581354 -1.254260 -0.105 -0.443 0.652
C -1.129258 -1.366840 -0.999233 0.399 0.100 -1.370
C -0.079885 -2.120001 -1.031096 -0.846 -0.472 0.722
H -3.218445 -0.930542 -1.369255 0.335 0.071 -0.088
H 0.343017 -2.443508 -1.986697 -0.037 0.290 0.130
H 0.256414 -2.629508 -0.122926 0.226 0.354 -0.211
C -2.166951 -2.058014 2.813791 -0.470 -0.695 0.271
O -3.144953 -1.480717 2.278676 0.218 -0.042 0.162
Eu -3.671310 -1.427712 4.592862 0.131 0.133 -0.160
H -1.553134 -2.706646 2.144289 0.062 0.599 -0.102

---

12
Properties=species:S:1:pos:R:3:forces:R:3 method="wB97M-V/def2-TZVPD" homo_energy_ev="-23.576 / -23.720" charge=+3 s2=8.76 e_above_lowest_kj_mol=11.6 spin_multiplicity=6 gap_ev="7.8 / 5.9"
O 0.499155 0.355642 2.128475 -2.066 -0.222 -0.647
C -0.526143 0.258184 1.655095 3.473 0.154 0.533
C -1.745532 0.148520 1.039735 -1.764 1.399 -0.526
C -2.490096 1.278871 0.806332 1.048 -3.144 1.753
C -3.681613 1.816612 0.892156 0.107 2.040 -0.990
H -2.145610 -0.866908 0.953374 -0.146 0.069 -0.044
H -4.072642 2.116880 1.867449 -0.301 -0.640 0.104
H -4.101450 2.342661 0.030418 -0.404 -0.314 -0.047
C -1.405434 3.395345 0.450088 1.718 -0.265 -1.331
O -0.225854 3.484939 0.857649 -1.396 -0.510 0.153
Fe -0.876271 5.091275 1.739915 0.344 1.524 0.930
H -1.543144 3.218689 -0.640218 -0.612 -0.089 0.112

---

11
Properties=species:S:1:pos:R:3:forces:R:3 method="wB97M-V/def2-TZVPD" homo_energy_ev="-9.152 / -9.146" charge=0 e_above_lowest_kj_mol=351.6 gap_ev="6.2 / 6.2"
C 0.279432 -0.566015 1.524212 0.810 0.789 0.569
C 0.075482 -1.761157 1.113547 -0.264 0.565 0.229
C -0.014621 -0.655794 -0.207107 -2.521 0.369 -1.507
C 0.651679 0.808393 1.379004 0.733 0.391 0.450
C 0.042663 0.893653 0.076750 -0.590 0.390 -2.880
I 3.340058 0.853311 0.048171 -1.304 -0.054 0.870
I -1.996178 1.777150 0.140031 0.270 -0.303 0.369
H 0.848617 -0.986060 -0.723815 0.985 -0.033 -0.671
H -0.959407 -0.863318 -0.813741 1.250 -0.216 1.259
H 0.723854 1.664650 2.071537 0.359 -1.049 -0.169
H 0.380198 1.515019 -0.803026 0.270 -0.851 1.481